[1]
DFT (ωB97M-V/def2-TZVPD) results for C15H23Cl2N5O2Pt as an isolated structure.

The multiplicity is 5. As for the LUMO energy (spin up / spin down): -0.421 / -0.575 Eh. As for the total charge: +4. Its relative energy (zero: lowest compared OMol25 entry of this formula, charge and spin) is 7.7 kcal per mole. The HOMO energy (spin up / spin down) is -21.152 / -21.204 eV. The gap between HOMO and LUMO (spin up / spin down) comes out at 9.7 / 5.5 eV.

XYZ file:
```
48
Properties=species:S:1:pos:R:3:nbo_charge:R:1
H -2.788 0.742 0.582 0.24
C 0.421 0.392 1.215 0.10
H -2.541 -2.134 -7.943 0.30
C -1.744 1.798 2.129 -0.20
N -3.219 1.261 -5.940 -0.65
O -1.412 -1.769 -3.015 -0.63
C -2.731 0.176 -5.417 0.61
N 2.431 1.474 4.068 -0.05
C 3.765 1.869 4.501 -0.26
H 5.041 0.803 3.112 0.23
C 1.548 0.976 5.113 -0.26
C 0.585 1.259 2.285 -0.17
H -3.285 2.098 -5.369 0.47
N -0.772 0.226 0.618 -0.52
H 4.934 2.543 2.776 0.26
H 1.488 -1.086 4.380 0.21
H -4.094 -1.327 -7.604 0.32
Pt -1.046 -0.857 -1.128 1.14
H 1.810 1.497 6.034 0.27
H -1.137 -2.444 -5.729 0.32
H 2.789 -0.770 5.550 0.25
H 0.514 1.186 4.861 0.23
H -2.714 -0.353 -8.161 0.29
Cl 0.884 -2.574 -0.924 0.10
C -0.272 -3.848 -0.403 -0.37
O 2.788 1.928 1.861 -0.37
H 1.260 -0.155 0.805 0.24
Cl -1.841 -3.066 -0.035 0.13
H 3.625 2.910 4.863 0.31
C -1.840 0.910 1.079 0.07
H -2.779 -2.883 -5.215 0.32
C 2.007 1.579 2.696 0.63
C -2.993 -1.222 -7.558 -0.48
C -2.073 -2.047 -5.317 -0.37
H -2.620 2.343 2.452 0.29
H -3.556 1.329 -6.892 0.46
H 3.937 1.296 5.417 0.27
H 5.834 1.965 4.175 0.27
C -1.888 -1.253 -4.037 0.69
H -0.408 -4.545 -1.222 0.28
C 1.758 -0.543 5.286 -0.60
H -0.412 2.724 3.525 0.27
N -2.617 -1.029 -6.187 0.01
C -0.510 1.992 2.732 -0.07
N -2.295 0.019 -4.176 -0.50
H 1.111 -0.871 6.098 0.28
C 4.952 1.794 3.558 -0.62
H 0.107 -4.313 0.501 0.28
```

[2]
DFT (ωB97M-V/def2-TZVPD) results for C15H23Cl3NO2PSn as an isolated structure.

As for the LUMO energy: 0.012 Eh. As for the total charge: 0. The HOMO energy is -8.365 eV. The gap between HOMO and LUMO comes out at 8.7 eV.

XYZ file:
```
46
Properties=species:S:1:pos:R:3:nbo_charge:R:1
H -5.020 -1.258 -0.203 0.23
H 3.539 -0.720 0.230 0.21
H -0.233 0.329 -2.763 0.19
C -2.716 -1.227 -2.080 -0.94
Sn -0.791 0.744 1.232 1.28
O -0.410 3.222 3.012 -0.60
H 1.233 3.064 -0.947 0.21
P -2.687 -0.569 -0.371 0.89
C 0.690 2.836 2.650 0.75
H -1.739 0.752 2.682 -0.17
H 2.555 0.355 1.245 0.25
H 3.099 -2.711 -0.046 0.21
C -0.696 -2.253 0.509 -0.05
Cl 3.062 2.307 3.923 0.02
H 0.904 -0.912 -2.152 0.21
C 2.528 0.795 -0.860 -0.21
C 1.524 -1.317 0.328 0.08
C 1.200 -3.727 0.190 -0.20
H -1.474 2.171 0.484 -0.19
H -4.518 -0.224 1.188 0.25
H -1.747 -1.688 -2.335 0.26
H -2.727 -2.952 0.114 0.23
C 2.564 -0.215 0.303 -0.46
H -2.569 -1.969 1.602 0.25
C -0.167 -3.544 0.384 -0.22
Cl 1.634 4.796 4.388 0.06
H 1.628 2.731 -2.660 0.16
C -2.203 -2.092 0.570 -0.73
H 3.210 0.451 -1.659 0.17
H -2.904 -0.391 -2.773 0.24
C 2.025 -2.611 0.131 -0.24
C 0.813 0.123 -2.496 -0.41
Cl 2.818 4.311 1.769 0.01
C 0.993 2.428 -1.812 -0.41
C -4.439 -0.374 0.100 -0.94
C 0.151 -1.129 0.572 -0.41
H 1.628 -4.725 0.098 0.22
C 2.015 3.560 3.189 -0.19
H -0.850 -4.396 0.411 0.21
H 2.900 1.756 -0.465 0.22
H -3.521 -1.976 -2.169 0.23
H -0.056 2.573 -2.095 0.20
O 0.938 1.859 1.822 -0.81
N 1.214 1.039 -1.439 -0.47
H -4.832 0.521 -0.404 0.25
H 1.433 0.256 -3.400 0.17
```

[3]
DFT (ωB97M-V/def2-TZVPD) results for a 4-piece molecular cluster, C15H23ClF10NO10PS overall.

As for the LUMO energy: 0.019 Eh. As for the total charge: 0. The HOMO energy is -9.952 eV. The gap between HOMO and LUMO comes out at 10.5 eV.

XYZ file:
```
62
Properties=species:S:1:pos:R:3:nbo_charge:R:1
H 0.391 2.557 10.040 0.22
H 0.420 4.290 10.369 0.22
C -4.749 -1.122 -6.907 -0.08
C 2.631 2.136 3.926 -0.64
F 4.204 -1.782 -4.631 -0.47
O 1.736 5.858 8.530 -0.54
H 2.172 1.711 4.817 0.22
H 1.852 0.055 -2.257 0.47
O 0.897 0.058 -2.383 -0.71
C 0.430 -1.270 -2.531 0.08
H -5.508 -0.431 -7.265 0.20
C -0.542 -0.595 2.476 0.90
C 1.071 -2.225 -1.529 -0.65
H -4.655 -2.299 -8.705 0.22
Cl 0.382 -3.773 -6.548 -0.36
C 1.811 4.868 7.868 0.69
H -3.213 -2.416 -7.695 0.22
H 3.022 -4.640 -6.486 0.52
F -1.297 -0.269 1.417 -0.31
C -4.788 -2.804 -5.272 0.70
H 2.910 4.306 10.063 0.20
O 3.107 -4.149 -5.659 -1.00
F -1.296 -1.272 3.335 -0.30
F 2.839 4.772 5.739 -0.32
C 1.599 2.398 2.855 -0.08
H 2.009 -2.651 -1.881 0.21
H 0.284 -0.915 -4.641 0.24
C 0.995 3.368 10.447 -0.64
C 1.637 4.870 6.335 0.90
H 1.291 -1.650 -0.628 0.23
O -0.430 1.146 4.140 -0.54
C 2.303 3.479 9.696 -0.08
H 1.188 3.169 11.500 0.22
H 3.127 3.062 4.202 0.23
O 2.830 -1.491 -6.586 -0.90
O 2.079 3.640 8.278 -0.48
H 2.885 2.565 9.785 0.20
F 1.067 5.996 5.926 -0.30
O -3.630 -2.679 -5.007 -0.55
F -4.995 -4.700 -3.877 -0.30
P 1.684 -3.975 -4.921 1.33
O -5.481 -2.127 -6.170 -0.48
H -3.504 -0.953 -8.643 0.23
H 2.053 2.840 1.971 0.20
C -5.714 -3.802 -4.541 0.90
H 3.382 1.430 3.568 0.21
S 2.841 -1.271 -5.187 2.55
H -0.228 -2.508 -4.145 0.22
F 0.441 -1.396 2.053 -0.31
F 0.886 3.845 5.923 -0.31
N 1.863 -2.328 -4.350 -1.03
H 0.382 -3.017 -1.240 0.22
H 0.820 3.074 3.206 0.20
C -3.983 -1.736 -8.057 -0.64
C 0.017 0.686 3.132 0.69
H -0.636 -1.220 -2.299 0.19
H -4.091 -0.582 -6.227 0.20
O 2.663 0.036 -4.673 -0.90
F -6.485 -3.142 -3.667 -0.31
F -6.510 -4.446 -5.399 -0.31
O 0.998 1.169 2.391 -0.48
C 0.536 -1.745 -3.983 -0.26
```

[4]
DFT (ωB97M-V/def2-TZVPD) results for C15H23ClN2ReS as an isolated structure.

The multiplicity is 4. As for the LUMO energy (spin up / spin down): -0.216 / -0.359 Eh. As for the total charge: +2. Its relative energy (zero: lowest compared OMol25 entry of this formula, charge and spin) is 0.0 kcal per mole. The HOMO energy (spin up / spin down) is -13.850 / -15.669 eV. The gap between HOMO and LUMO (spin up / spin down) comes out at 8.0 / 5.9 eV.

XYZ file:
```
43
Properties=species:S:1:pos:R:3:nbo_charge:R:1
C 0.128 0.621 5.021 0.34
C -2.072 -1.309 1.615 -0.30
H 0.050 -0.491 -6.401 0.24
H 0.143 2.398 6.015 0.44
H 2.312 -1.834 3.150 0.28
H 0.707 -3.361 1.599 0.29
H 0.362 -2.051 -0.757 0.30
N -0.140 -0.686 5.150 -0.77
C 1.913 -1.551 2.182 -0.22
N -0.096 1.417 6.071 -0.74
C -1.727 -0.745 0.328 -0.23
C -0.873 1.700 -4.974 -0.64
H -0.453 -1.043 6.046 0.43
H -1.716 1.974 2.318 0.30
H -0.512 1.061 6.922 0.42
H -0.981 -1.065 -5.075 0.22
H -0.724 2.655 -4.457 0.22
H 1.696 1.442 -5.987 0.24
C -1.750 0.980 1.894 -0.22
H 0.775 -1.368 -5.038 0.22
C -2.126 -0.225 2.564 -0.22
C 0.216 0.692 -4.585 0.06
C 1.606 1.258 -4.908 -0.64
Re -0.089 -0.452 1.631 1.11
H 1.773 2.209 -4.389 0.22
H -1.869 1.316 -4.724 0.22
C 1.054 -2.359 1.359 -0.28
S 0.747 1.353 3.601 -0.08
Cl 0.100 0.393 -2.789 -0.19
H 0.195 -1.358 4.464 0.41
C 2.202 -0.334 1.487 -0.22
C 0.002 -0.642 -5.314 -0.64
C 1.545 -0.380 0.210 -0.30
C -1.507 0.670 0.510 -0.31
H -2.439 -0.286 3.602 0.29
H 2.844 0.463 1.839 0.30
H 2.396 0.555 -4.618 0.22
H -1.271 1.390 -0.260 0.31
H -1.711 -1.273 -0.620 0.30
C 0.836 -1.646 0.124 -0.26
H -0.845 1.892 -6.055 0.24
H 1.641 0.360 -0.573 0.31
H -2.341 -2.340 1.820 0.30
```

[5]
DFT (ωB97M-V/def2-TZVPD) results for one molecule with the formula C15H23ClN4O4S.

As for the LUMO energy: 0.021 Eh. As for the total charge: 0. Its relative energy (zero: lowest compared OMol25 entry of this formula, charge and spin) is 9.8 kcal per mole. The HOMO energy is -8.500 eV. The gap between HOMO and LUMO comes out at 9.1 eV.

XYZ file:
```
48
Properties=species:S:1:pos:R:3:nbo_charge:R:1
C 0.014 -1.690 5.813 -0.53
C 0.229 2.728 5.277 0.11
H -0.843 4.377 1.487 0.23
H -1.314 2.598 0.233 0.40
O 1.706 2.377 1.041 -0.64
Cl 0.779 2.136 6.781 0.04
H -3.084 2.992 5.469 0.23
C -0.193 0.992 -0.574 -0.07
C 0.323 -1.018 4.461 -0.42
H -2.586 0.071 1.826 0.17
H -2.760 -2.257 3.655 0.24
H 0.263 0.579 2.156 0.41
C -0.901 -1.109 3.531 0.16
C -2.758 0.288 2.886 -0.26
H 0.383 -1.048 -0.314 0.25
H -1.292 -3.218 3.757 0.24
C -1.745 -2.270 4.041 -0.55
H -1.194 0.607 -0.786 0.21
C 0.558 2.787 0.983 0.69
N -1.282 3.333 3.774 -0.27
H 0.935 0.226 -3.483 0.48
H -3.563 -0.356 3.251 0.17
H 0.869 4.716 1.776 0.25
N -0.381 2.225 0.185 -0.61
H -0.036 2.116 -2.401 0.16
H -3.071 1.325 2.978 0.21
O -1.573 0.151 3.649 -0.56
H 1.519 1.600 -1.716 0.18
O 0.429 0.100 -2.675 -0.72
C 0.096 3.950 1.844 -0.52
H 2.000 3.115 4.022 0.25
H 0.245 -1.041 6.656 0.23
C 0.578 -0.100 0.182 -0.24
H 0.567 0.037 4.594 0.23
O -0.664 -2.346 1.456 -0.63
C -2.199 2.499 5.861 -0.42
C 0.934 3.113 4.164 -0.35
C 0.485 1.291 -1.903 -0.07
C -0.070 3.488 3.254 0.14
H 1.192 -1.492 4.001 0.23
H -2.339 1.417 5.848 0.23
C -0.469 -1.309 2.067 0.67
H -2.017 2.834 6.880 0.22
S -1.760 -2.076 5.838 0.19
N 0.140 -0.219 1.553 -0.62
H 1.650 0.093 0.142 0.22
H 0.580 -2.613 5.928 0.21
N -1.084 2.870 5.017 -0.17
```